Entry from the Open Molecules 2025 dataset: a 2-piece molecular cluster, C3H8N2O2P overall at a distorted geometry (ωB97M-V/def2-TZVPD).

Its largest force on an atom is 0.023 Eh/bohr. Its net charge is +1. The energy relative to the best compared isomer or geometry (same formula, charge and spin) is 0.000 eV. The calculation puts the LUMO energy at -4.6 eV. The gap between HOMO and LUMO is 9.62 eV.

Geometry as XYZ:
```
16
C3H8N2O2P, DFT ωB97M-V/def2-TZVPD
C -1.06805 -0.59747 2.01952
C 0.08747 -0.37930 1.39794
C 0.42010 -0.81397 0.04295
N -0.49017 -1.32772 -0.75494
N 1.66702 -0.69062 -0.35512
O -1.44436 3.17936 -1.44868
O 0.56818 1.72248 -1.38519
P -1.05700 1.82342 -1.13163
H -1.21878 -0.24703 3.02483
H -1.89630 -1.13134 1.58269
H 0.88239 0.14225 1.90914
H -0.26843 -1.62544 -1.69349
H -1.44356 -1.42574 -0.44382
H 1.94043 -0.91259 -1.30157
H 2.36388 -0.26647 0.23525
H 0.95717 2.55018 -1.69789
```

These are the Löwdin partial charges, in e, on atoms 1 to 2:
1. C 0.113
2. C -0.094



Entry from the Open Molecules 2025 dataset: C3H8N2O3S in the gas phase at a distorted geometry (ωB97M-V/def2-TZVPD).

Its largest force on an atom is 0.074 Eh/bohr. The energy relative to the best compared isomer or geometry (same formula, charge and spin) is 2.260 eV. The calculation puts the LUMO energy at 0.7 eV. The gap between HOMO and LUMO is 10.70 eV.

Geometry as XYZ:
```
17
C3H8N2O3S, DFT ωB97M-V/def2-TZVPD
C 0.80982 1.23847 -1.70563
C 0.71623 0.09724 -1.07648
C -0.09283 -0.12088 0.16832
N 0.37452 0.72672 1.27775
N -0.09492 -1.45172 0.82337
O -2.29824 -1.05365 -1.05027
O -2.55536 -0.04921 1.31658
O -2.05584 1.37294 -0.71848
S -1.88227 0.07660 -0.18744
H 1.51480 1.31898 -2.46184
H 0.20301 2.07539 -1.37371
H 1.52351 -0.77609 -1.21976
H -0.29230 0.84352 2.00870
H 0.60605 1.68505 0.94004
H 0.77238 -1.94298 0.94872
H -0.80620 -1.94569 0.31375
H -2.03522 -0.71211 1.76506
```

These are the Löwdin partial charges, in e, on atoms 1 to 2:
1. C 0.032
2. C -0.136



Entry from the Open Molecules 2025 dataset: C3H8N2O4 in the gas phase at a distorted geometry (ωB97M-V/def2-TZVPD).

Its largest force on an atom is 0.065 Eh/bohr. The energy relative to the best compared isomer or geometry (same formula, charge and spin) is 10.115 eV. The calculation puts the LUMO energy (alpha / beta) at 0.0 / 0.0 eV. The gap between HOMO and LUMO (alpha / beta) is 8.20 / 8.21 eV.

Geometry as XYZ:
```
17
C3H8N2O4, DFT ωB97M-V/def2-TZVPD
C 3.28005 -0.62100 -1.41427
C -1.78140 0.62270 1.53028
C -1.55426 -0.61281 0.58364
N 1.46165 0.81353 -1.52221
N -0.14943 0.20621 -1.23528
O -1.05119 0.76089 -1.79117
O -2.92549 0.24910 2.37798
O 2.36205 0.29177 -0.73318
O -0.27617 -0.51244 -0.11101
H 4.19188 -0.03353 -1.83755
H 2.64132 -0.92384 -2.29191
H 3.53893 -1.42762 -0.74531
H -1.98858 1.52943 1.04277
H -1.03657 0.93487 2.17793
H -2.31433 -0.79015 -0.10871
H -1.37692 -1.49414 1.16246
H -3.02153 1.00702 2.91554
```

These are the Löwdin partial charges, in e, on atoms 1 to 2:
1. C -0.066
2. C -0.155



Entry from the Open Molecules 2025 dataset: a 2-piece molecular cluster, C3H8N2O4 overall at a distorted geometry (ωB97M-V/def2-TZVPD).

Its largest force on an atom is 0.079 Eh/bohr. The energy relative to the best compared isomer or geometry (same formula, charge and spin) is 1.176 eV. The calculation puts the LUMO energy at 0.4 eV. The gap between HOMO and LUMO is 10.16 eV.

Geometry as XYZ:
```
17
C3H8N2O4, DFT ωB97M-V/def2-TZVPD
O -1.74785 -0.93728 -0.58200
C -0.64519 -0.49339 -0.30291
N -0.40125 0.86314 -0.41559
C -1.43137 1.85439 -0.50468
O -2.66225 1.43724 -0.39996
O -1.10469 3.00164 -0.65102
C 0.39427 -1.36466 0.26936
N 0.85245 -2.57695 -0.40255
H 0.49832 1.29635 -0.35742
H -2.71926 0.45469 -0.43010
H -0.02364 -1.70332 1.25336
H 1.35927 -1.08935 0.72211
H 0.19006 -3.32951 -0.29970
H 1.27198 -2.51570 -1.31060
H 1.32602 2.03668 0.95370
H 2.87917 1.61617 1.12400
O 1.96394 1.44984 1.33399
```

These are the Löwdin partial charges, in e, on atoms 1 to 2:
1. O 0.076
2. C -0.410



Entry from the Open Molecules 2025 dataset: a 2-piece molecular cluster, C3H8N2OS overall at a distorted geometry (ωB97M-V/def2-TZVPD).

Its largest force on an atom is 0.113 Eh/bohr. The energy relative to the best compared isomer or geometry (same formula, charge and spin) is 4.529 eV. The calculation puts the LUMO energy at 0.0 eV. The gap between HOMO and LUMO is 9.16 eV.

Geometry as XYZ:
```
15
C3H8N2OS, DFT ωB97M-V/def2-TZVPD
C -1.77478 -0.07100 0.35473
C -0.62056 -0.85156 -0.11530
C -2.04738 -1.35363 -0.36029
N 3.09040 0.39312 -0.00887
N 3.33346 1.62185 0.30745
O 5.47591 -0.42779 0.48536
S 4.07957 -0.78447 -0.03713
H -1.98476 0.14574 1.29039
H -2.03680 0.62851 -0.40157
H -0.14933 -1.33117 0.64771
H 0.05413 -0.62295 -0.90055
H -2.45245 -1.27070 -1.42285
H -2.42139 -2.23223 0.17267
H 2.47557 2.21080 0.60929
H 4.12964 1.81479 0.74349
```

These are the Löwdin partial charges, in e, on atoms 1 to 2:
1. C -0.173
2. C -0.165



Entry from the Open Molecules 2025 dataset: a 2-piece molecular cluster, C3H8N2OS overall at a distorted geometry (ωB97M-V/def2-TZVPD).

Its largest force on an atom is 0.024 Eh/bohr. The energy relative to the best compared isomer or geometry (same formula, charge and spin) is 2.393 eV. The calculation puts the LUMO energy at 0.7 eV. The gap between HOMO and LUMO is 9.11 eV.

Geometry as XYZ:
```
15
C3H8N2OS, DFT ωB97M-V/def2-TZVPD
C -0.49295 -1.08502 -0.38719
C 1.58501 1.48765 -0.50610
C -1.62571 -0.27886 0.04120
N 0.03068 -1.93720 -0.97816
N -1.66020 -0.08652 1.47817
O 2.37067 -1.06615 -0.26658
S 1.49968 0.00935 0.55428
H 2.59624 1.88003 -0.49416
H 0.89994 2.20913 -0.07308
H 1.28524 1.23149 -1.51676
H -2.51467 -0.80228 -0.36847
H -1.56280 0.70391 -0.44194
H 1.73409 -1.67424 -0.74043
H -1.63005 -0.98036 1.95628
H -2.51516 0.38908 1.74296
```

These are the Löwdin partial charges, in e, on atoms 1 to 2:
1. C -0.364
2. C -0.333



> energy relative to the best compared isomer or geometry (same formula, charge and spin) of number 5 (C3H8N2OS)?

4.529 eV



> Look up the energy relative to the best compared isomer or geometry (same formula, charge and spin) of the sixth one.

2.393 eV



> Among the records above, which one has the highest energy relative to the best compared isomer or geometry (same formula, charge and spin)?

number 3



> Which of these has the lowest energy relative to the best compared isomer or geometry (same formula, charge and spin)?

C3H8N2O2P